The following is a DFT calculation (ωB97M-V/def2-TZVPD) of a structure of composition C40H42CaN6O5 in a non-equilibrium geometry.

The geometry in XYZ format:
```
94
Properties=species:S:1:pos:R:3
Ca 13.82 9.95 11.46
C 7.79 15.11 13.24
C 9.33 14.90 13.09
C 10.07 15.17 11.75
C 9.20 13.43 13.59
C 7.65 13.55 13.64
C 6.74 12.75 12.73
C 7.27 12.06 11.68
C 6.52 11.47 10.57
C 8.55 11.75 11.97
C 9.67 12.28 12.72
H 7.56 15.78 14.12
H 7.14 13.36 14.59
H 7.24 15.29 12.29
H 9.78 15.53 13.89
H 9.56 14.72 10.90
H 11.16 15.08 11.55
H 9.89 16.23 11.52
H 9.56 13.47 14.63
H 5.73 13.12 12.64
H 6.92 10.49 10.34
H 6.75 12.07 9.64
H 5.43 11.33 10.63
H 9.87 11.43 13.42
H 10.57 12.42 12.03
O 17.91 7.44 14.80
C 18.68 7.90 13.75
C 20.12 7.78 13.78
C 20.82 7.99 12.63
C 20.16 8.25 11.40
C 18.83 8.56 11.44
C 18.09 8.43 12.61
C 16.66 8.91 12.59
O 16.04 9.14 11.49
N 16.23 9.13 13.82
N 15.05 9.69 13.89
C 14.60 9.95 15.13
C 13.25 9.90 15.39
C 12.96 9.54 16.74
C 11.65 9.70 17.18
C 10.59 9.79 16.22
C 10.90 9.85 14.87
C 12.22 10.05 14.39
O 12.40 10.49 13.17
H 17.10 8.01 14.69
H 20.62 7.58 14.69
H 21.88 7.85 12.71
H 20.68 8.20 10.43
H 18.28 8.79 10.55
H 15.28 10.03 15.97
H 13.74 9.21 17.43
H 11.44 9.80 18.25
H 9.61 9.71 16.59
H 10.06 9.81 14.16
O 18.14 15.29 11.02
C 16.93 15.75 11.68
C 15.89 14.65 11.65
C 14.78 14.60 12.48
C 13.95 13.48 12.45
N 14.11 12.47 11.54
C 15.01 12.70 10.53
C 15.93 13.76 10.58
C 15.15 11.74 9.44
C 16.32 11.69 8.72
C 16.51 10.87 7.59
C 17.69 11.13 6.70
O 17.58 12.51 6.28
C 15.46 10.01 7.29
C 14.35 9.94 8.15
N 14.23 10.72 9.23
H 18.81 16.01 11.15
H 16.51 16.66 11.10
H 17.10 16.06 12.72
H 14.57 15.40 13.20
H 13.12 13.40 13.15
H 16.60 13.90 9.74
H 17.09 12.36 9.04
H 17.53 10.52 5.78
H 18.70 10.90 7.12
H 18.36 12.99 6.70
H 15.44 9.27 6.44
H 13.52 9.33 7.89
C 8.95 7.35 9.94
N 10.41 7.27 10.35
C 11.28 6.18 10.07
C 12.53 6.78 10.16
N 12.46 8.07 10.53
C 11.16 8.33 10.63
H 8.81 6.36 9.58
H 8.80 7.98 9.07
H 8.30 7.61 10.75
H 10.96 5.16 10.00
H 13.48 6.29 10.02
H 10.77 9.34 10.90
```

Properties
**LUMO level (alpha / beta)**: -0.72 / -0.72 eV
**E**: -79773.336 eV
**Relative energy (zero: lowest compared OMol25 entry of this formula, charge and spin)**: 6.821 eV
**Gap between HOMO and LUMO (alpha / beta)**: 5.2 / 5.2 eV